Formula: C35H76F3N7O13S
Source: the OMol25 dataset
Level of theory: ωB97M-V/def2-TZVPD

**Kohn-Sham gap**: 6.30 eV
**Charge**: +2
**E_HOMO**: -10.27 eV
**Electronic energy**: -93544.082 eV
**Spin multiplicity**: 1

Structure (XYZ):
```
135
Properties=species:S:1:pos:R:3:lowdin_charge:R:1
C -5.8534 -2.0301 -1.4282 -0.09
O -5.4857 -0.7387 -1.8188 -0.20
C -4.5184 -0.6464 -2.8684 -0.19
C -4.2483 0.8433 -3.1977 -0.10
N -4.0911 1.5580 -1.9279 0.00
H -4.9275 1.4201 -1.3190 0.18
H -3.3050 1.0535 -1.3735 0.14
C -3.8329 2.9449 -2.0292 -0.11
C -3.9633 3.5558 -0.6168 -0.19
O -5.2318 3.1976 -0.0588 -0.18
C -5.2396 3.4193 1.3562 -0.07
H -4.9331 -2.6304 -1.2757 0.08
H -6.4614 -2.5693 -2.2116 0.12
H -6.2923 -1.9090 -0.4612 0.08
H -4.8906 -1.1308 -3.8139 0.14
H -3.5538 -1.1088 -2.6101 0.11
H -5.0923 1.2531 -3.7987 0.15
H -3.3668 0.9212 -3.8355 0.14
H -4.4500 3.4352 -2.8570 0.17
H -2.8133 2.9931 -2.3844 0.11
H -3.8476 4.5898 -0.4944 0.08
H -3.1083 3.2054 -0.0552 0.10
H -4.9169 4.4352 1.6224 0.10
H -4.4925 2.8020 1.8937 0.07
H -6.2948 3.2547 1.6118 0.10
C -3.1872 -2.5389 5.2543 -0.06
O -2.8690 -1.1871 4.7937 -0.23
C -3.6089 -0.7618 3.6388 -0.16
C -2.9191 0.5635 3.1555 -0.10
N -1.4374 0.4786 3.2616 0.01
H -1.1587 -0.2777 3.8709 0.13
H -1.0193 0.1778 2.1629 0.16
C -0.7187 1.6606 3.7693 -0.12
C 0.7510 1.3223 3.6836 -0.18
O 1.1341 0.2063 4.4977 -0.24
C 1.0629 0.4023 5.8782 -0.10
H -2.8406 -2.6243 6.2747 0.08
H -2.6621 -3.2794 4.6572 0.08
H -4.2730 -2.7272 5.2602 0.10
H -4.6946 -0.5049 3.8541 0.15
H -3.5006 -1.5693 2.9011 0.12
H -3.2796 1.4217 3.7349 0.13
H -3.1585 0.7309 2.0908 0.11
H -1.0146 1.8287 4.8159 0.14
H -0.8861 2.5880 3.3047 0.10
H 1.3620 2.2197 3.9051 0.15
H 0.9567 0.9460 2.6852 0.09
H 1.4047 1.4197 6.1584 0.11
H 1.7108 -0.3317 6.3771 0.10
H 0.0371 0.2671 6.2126 0.09
C 4.5844 1.1687 -5.0301 -0.03
O 5.4925 1.3472 -3.8566 -0.21
C 6.6651 2.0582 -4.1631 -0.22
C 7.4005 2.1882 -2.8234 -0.09
N 6.6708 3.0008 -1.8031 0.06
H 6.5985 3.9943 -1.9901 0.18
H 5.6500 2.7303 -1.8501 0.17
C 7.0206 2.7863 -0.3280 -0.07
C 5.8711 3.2173 0.5650 -0.24
O 4.7034 2.6107 0.0736 -0.20
C 3.5616 3.1051 0.9132 -0.01
H 5.0421 1.3711 -6.0064 0.09
H 3.8344 1.9549 -4.8833 0.09
H 4.1494 0.1536 -5.0812 0.09
H 6.3911 2.9894 -4.5565 0.11
H 7.3075 1.4972 -4.8539 0.15
H 8.3595 2.7345 -3.0445 0.16
H 7.6197 1.2073 -2.4021 0.14
H 7.9311 3.3594 -0.0478 0.15
H 7.3200 1.7315 -0.3015 0.13
H 5.8196 4.2972 0.5064 0.13
H 6.0874 2.9218 1.5765 0.13
H 3.7916 2.6867 1.8983 0.09
H 2.6564 2.7102 0.4551 0.08
H 3.5612 4.1745 1.0372 0.09
C 3.6846 -1.6052 -0.1993 -0.04
C 2.6596 -2.6185 0.2506 -0.14
N 2.5489 -2.6744 1.7279 -0.02
C 1.8038 -1.9742 2.6147 0.02
C 1.8407 -2.6369 3.8163 -0.01
N 2.5827 -3.7144 3.6121 -0.10
C 3.0104 -3.7375 2.3703 -0.03
C 2.6751 -4.8800 4.4935 0.03
H 3.4436 -0.6250 0.1300 0.06
H 3.5981 -1.5823 -1.3102 0.10
H 4.6502 -1.8804 0.1251 0.07
H 2.9521 -3.6456 -0.0423 0.14
H 1.6177 -2.4499 0.0367 0.09
H 1.2335 -1.0600 2.5130 0.11
H 1.2365 -2.5493 4.7390 0.16
H 3.5850 -4.5062 1.9318 0.16
H 3.1368 -4.7209 5.4610 0.10
H 3.2825 -5.6672 4.0312 0.11
H 1.6655 -5.3055 4.5730 0.11
C -1.7380 -3.0837 0.1662 -0.06
C -0.6350 -3.9254 -0.4854 -0.28
N -0.8368 -4.7888 -1.6294 -0.13
C -1.8734 -5.8005 -1.4173 -0.06
C -2.4546 -5.8755 -2.6459 -0.09
N -2.0037 -4.9082 -3.5211 -0.18
C -1.2198 -3.9429 -2.8232 -0.22
C -2.6697 -4.5383 -4.7376 -0.05
H -2.6442 -3.0172 -0.4156 0.05
H -1.4344 -2.1106 0.4667 0.03
H -1.9179 -3.6990 1.0397 0.06
H -0.2447 -4.5936 0.3232 0.12
H 0.2359 -3.2566 -0.6573 0.07
H -1.9199 -6.4308 -0.5146 0.11
H -3.2186 -6.5715 -2.9896 0.12
H -1.8712 -3.0859 -2.5112 0.13
H -1.9777 -4.1852 -5.5405 0.10
H -3.3288 -3.6911 -4.5479 0.07
H -3.2900 -5.3366 -5.1321 0.09
C 0.3542 -3.7999 -3.5497 0.05
C -1.3186 4.6293 -4.9390 -0.38
O -1.5476 3.5344 -5.3441 0.15
O -1.0429 5.6611 -4.4803 0.22
H 0.7585 -4.6447 -3.3381 -0.01
H 0.1970 -3.6765 -4.5891 0.04
H 0.8523 -2.9003 -3.0701 0.08
C -0.1994 1.3959 -1.2223 0.01
C -0.9617 0.6252 -0.1447 -0.66
O -0.2622 0.2607 0.8653 -0.09
O -2.1678 0.4426 -0.2754 -0.01
H 0.8929 1.4111 -1.0445 0.07
H -0.5440 2.4309 -1.0850 0.04
H -0.4132 1.0895 -2.2537 0.08
C -0.1748 4.5689 1.2842 -0.66
F -0.6977 3.3624 1.4537 0.11
F -0.1391 5.2304 2.3972 0.18
F 1.1208 4.4403 0.8418 0.07
S -1.1235 5.4243 -0.0860 0.50
O -0.3465 6.6261 -0.3597 -0.30
O -1.0433 4.3660 -1.0987 -0.35
O -2.4286 5.6514 0.4865 -0.31
```